No. 1
The following is a DFT calculation (the ωB97M-V functional and the def2-TZVPD basis) of a molecular structure, C49H45BCaF4I2N10P.

Last column: Mulliken charge in e.
Element x y z (Å)
1 Ca 0.94 0.62 -0.60  1.559
2 C 0.97 -3.93 -3.70  -1.605
3 C 1.54 -2.71 -2.98  2.761
4 C 3.03 -2.54 -3.28  -1.663
5 C 1.31 -2.80 -1.50  -0.980
6 C 1.51 -3.87 -0.62  -1.656
7 C 1.17 -3.38 0.63  -0.280
8 N 0.78 -2.10 0.49  1.563
9 N 0.87 -1.74 -0.82  0.346
10 B 0.27 -1.05 1.54  -0.292
11 N -0.66 -1.60 2.57  1.340
12 C -0.55 -2.66 3.41  -0.361
13 C -1.68 -2.70 4.18  -1.588
14 C -2.45 -1.59 3.75  0.055
15 N -1.83 -0.94 2.78  -0.663
16 C -3.81 -1.18 4.25  0.593
17 C -4.18 0.23 3.79  -1.304
18 C -4.85 -2.21 3.80  -1.231
19 N 1.51 -0.30 2.15  0.682
20 C 2.16 -0.51 3.30  -0.146
21 C 3.22 0.38 3.38  -1.503
22 C 3.14 1.13 2.19  -0.299
23 N 2.11 0.71 1.46  -0.940
24 C 4.02 2.25 1.70  1.095
25 C 4.03 2.33 0.18  -1.098
26 C 5.44 2.13 2.25  -1.636
27 H 1.09 -3.82 -4.78  0.399
28 H -0.09 -4.06 -3.48  0.295
29 H 1.49 -4.84 -3.40  0.381
30 H 1.00 -1.83 -3.33  -1.293
31 H 3.60 -3.40 -2.92  0.415
32 H 3.44 -1.65 -2.79  0.297
33 H 3.19 -2.46 -4.36  0.435
34 H 1.84 -4.87 -0.86  0.514
35 H 1.17 -3.86 1.58  0.414
36 H -0.36 -0.21 0.91  0.154
37 H 0.31 -3.31 3.41  0.604
38 H -1.92 -3.42 4.96  0.450
39 H -3.77 -1.18 5.34  0.360
40 H -4.22 0.29 2.70  0.050
41 H -3.45 0.96 4.13  0.355
42 H -5.16 0.50 4.18  0.459
43 H -4.86 -2.30 2.71  0.064
44 H -5.85 -1.91 4.13  0.436
45 H -4.64 -3.20 4.21  0.384
46 H 1.82 -1.26 4.00  0.568
47 H 3.94 0.48 4.17  0.414
48 H 3.59 3.19 2.08  0.115
49 H 4.39 1.39 -0.26  0.340
50 H 4.68 3.13 -0.16  0.527
51 H 3.03 2.55 -0.23  -0.075
52 H 5.89 1.19 1.94  0.368
53 H 5.45 2.16 3.34  0.370
54 H 6.06 2.95 1.89  0.431
55 I 0.27 3.76 1.34  0.119
56 C -1.48 4.04 0.19  -0.826
57 I -2.02 2.28 -0.87  0.283
58 H -1.32 4.84 -0.52  0.423
59 H -2.30 4.27 0.86  0.425
60 F 3.74 2.74 -3.35  -0.200
61 C 4.39 2.57 -4.50  0.169
62 C 5.48 3.30 -4.73  0.218
63 F 5.87 4.17 -3.82  -0.281
64 C 6.26 3.18 -5.96  0.070
65 C 5.75 2.20 -6.90  0.325
66 C 4.66 1.47 -6.66  -0.086
67 F 4.25 0.59 -7.57  -0.294
68 C 3.89 1.59 -5.44  0.775
69 C 2.78 0.83 -5.20  1.445
70 C 2.00 0.95 -4.01  -0.592
71 N 1.37 1.05 -3.06  -0.454
72 C 2.27 -0.17 -6.09  -0.598
73 N 1.82 -1.02 -6.72  -0.520
74 F 6.39 2.03 -8.04  -0.275
75 C 7.38 3.91 -6.19  1.356
76 C 7.90 4.87 -5.26  -0.167
77 N 8.39 5.63 -4.55  -0.444
78 C 8.16 3.80 -7.38  -0.177
79 N 8.85 3.76 -8.30  -0.418
80 C -6.61 1.30 -1.59  -0.631
81 C -6.19 0.72 -0.39  -0.575
82 C -5.05 -0.06 -0.35  -0.247
83 C -4.30 -0.28 -1.51  -0.273
84 C -4.73 0.29 -2.71  -0.289
85 C -5.88 1.08 -2.74  -0.685
86 P -2.71 -1.18 -1.33  1.944
87 C -2.33 -1.62 -3.07  0.566
88 C -1.60 -0.69 -3.80  -0.125
89 C -1.29 -0.91 -5.14  -0.753
90 C -1.68 -2.09 -5.75  -0.767
91 C -2.39 -3.03 -5.03  -0.797
92 C -2.72 -2.80 -3.70  -0.420
93 C -3.29 -2.75 -0.59  -0.785
94 C -4.53 -3.31 -0.88  -0.302
95 C -4.92 -4.49 -0.27  -0.738
96 C -4.08 -5.12 0.64  -0.782
97 C -2.85 -4.56 0.95  -0.501
98 C -2.46 -3.37 0.33  0.318
99 H -7.50 1.91 -1.62  0.390
100 H -6.76 0.88 0.52  0.462
101 H -4.74 -0.50 0.59  0.224
102 H -4.18 0.12 -3.62  0.334
103 H -6.20 1.51 -3.68  0.424
104 H -1.27 0.24 -3.33  0.258
105 H -0.74 -0.16 -5.70  0.635
106 H -1.42 -2.27 -6.79  0.409
107 H -2.70 -3.96 -5.50  0.386
108 H -3.28 -3.54 -3.15  0.338
109 H -5.20 -2.82 -1.58  0.487
110 H -5.89 -4.93 -0.50  0.447
111 H -4.40 -6.03 1.13  0.414
112 H -2.20 -5.03 1.68  0.432
113 H -1.52 -2.92 0.59  -0.049

Properties
ΔE to the lowest compared entry with this formula, charge and spin: 33.3 kcal per mole
Net charge: +1
HOMO: -10.2 eV
Frontier orbital gap: 4.21 eV

---

No. 2
The following is a DFT calculation (the ωB97M-V functional and the def2-TZVPD basis) of a molecular structure, C49H45CdN9OS.

Last column: Mulliken charge in e.
Element x y z (Å)
1 Cd 1.94 2.15 2.14  1.108
2 C 3.22 0.44 -0.71  -1.150
3 C 4.35 0.87 0.15  0.655
4 C 5.66 0.67 -0.29  -0.855
5 C 6.72 1.06 0.55  -0.736
6 C 6.40 1.52 1.86  -0.737
7 C 5.06 1.75 2.20  0.783
8 N 4.07 1.43 1.34  0.456
9 C 4.70 2.46 3.49  0.534
10 C 5.65 2.64 4.56  -0.899
11 C 5.25 3.48 5.58  -0.522
12 C 3.97 4.11 5.55  -0.448
13 C 3.06 3.81 4.59  0.348
14 N 3.48 2.94 3.62  0.043
15 C 1.74 4.47 4.35  0.565
16 C 1.36 5.67 4.93  -0.739
17 C 0.09 6.12 4.86  -0.525
18 C -0.86 5.36 4.16  -0.626
19 C -0.42 4.26 3.41  0.918
20 C -1.38 3.49 2.58  -1.309
21 N 0.82 3.84 3.51  0.039
22 H 3.58 0.27 -1.76  0.422
23 H 2.83 -0.52 -0.37  0.235
24 H 2.41 1.16 -0.69  0.120
25 H 5.85 0.31 -1.26  0.442
26 H 7.70 0.87 0.18  0.459
27 H 7.27 1.76 2.50  0.221
28 H 6.68 2.26 4.41  0.316
29 H 5.93 3.72 6.38  0.472
30 H 3.79 4.94 6.21  0.339
31 H 2.14 6.22 5.47  0.332
32 H -0.15 7.10 5.28  0.441
33 H -1.93 5.66 4.03  0.311
34 H -1.17 3.55 1.50  0.192
35 H -1.34 2.45 2.91  0.224
36 H -2.38 3.88 2.72  0.414
37 C -1.26 -3.81 -6.09  -1.198
38 C -2.39 -2.97 -6.57  0.535
39 C -2.89 -3.07 -7.89  -0.850
40 C -4.05 -2.42 -8.23  -0.405
41 C -4.61 -1.45 -7.48  -1.062
42 C -4.04 -1.17 -6.22  -0.401
43 C -3.03 -1.97 -5.75  0.744
44 N -2.52 -1.77 -4.49  0.035
45 C -2.22 -0.68 -3.81  0.686
46 N -2.22 0.52 -4.47  -0.081
47 C -1.89 1.74 -3.83  -0.276
48 C -1.49 1.63 -2.51  1.087
49 C -1.13 2.74 -1.69  -0.860
50 C -1.22 3.98 -2.27  -0.324
51 C -1.68 4.12 -3.57  -0.863
52 C -1.87 3.02 -4.43  0.597
53 C -2.04 3.26 -5.90  -1.433
54 N -1.66 -0.79 -2.56  0.264
55 C -1.79 -2.07 -1.73  -0.441
56 C -2.99 -2.37 -1.12  -0.026
57 C -3.04 -3.07 0.10  -0.927
58 C -1.89 -3.69 0.60  -0.826
59 C -0.68 -3.51 -0.10  -0.775
60 C -0.56 -2.73 -1.26  1.122
61 C 0.76 -2.55 -1.93  -1.450
62 H -1.05 -4.65 -6.78  0.414
63 H -1.55 -4.26 -5.09  0.306
64 H -0.31 -3.30 -5.96  0.249
65 H -2.50 -3.82 -8.65  0.269
66 H -4.48 -2.70 -9.22  0.339
67 H -5.47 -0.90 -7.83  0.426
68 H -4.32 -0.36 -5.55  0.654
69 H -2.33 -2.58 -3.96  0.076
70 H -2.52 0.48 -5.43  0.305
71 H -0.91 2.52 -0.61  0.029
72 H -1.10 4.89 -1.72  0.388
73 H -1.83 5.13 -4.00  0.353
74 H -2.58 4.15 -6.08  0.465
75 H -2.72 2.49 -6.34  0.235
76 H -1.08 3.17 -6.35  0.314
77 H -3.96 -2.11 -1.56  0.452
78 H -4.07 -3.24 0.59  0.324
79 H -1.80 -4.24 1.46  0.811
80 H 0.23 -4.15 0.07  0.327
81 H 0.94 -1.52 -2.16  0.226
82 H 0.74 -2.95 -2.95  0.235
83 H 1.64 -2.99 -1.41  0.458
84 O -0.88 0.28 -0.65  -0.769
85 N -1.30 0.40 -1.86  0.367
86 S 0.60 -3.80 5.17  -0.254
87 C 0.76 -2.39 4.12  0.969
88 C -0.25 -1.59 3.52  -0.329
89 C 0.17 -0.48 2.80  -0.961
90 N 1.40 0.02 2.77  0.324
91 C 2.35 -0.82 3.26  -0.378
92 C 2.05 -1.96 4.04  -1.114
93 C -0.90 -4.52 4.62  0.734
94 C -2.06 -3.82 5.11  -0.455
95 C -3.30 -4.42 4.95  -0.434
96 N -3.43 -5.72 4.64  -0.548
97 C -2.33 -6.38 4.25  -0.344
98 C -1.06 -5.84 4.15  -0.500
99 H -1.33 -1.83 3.48  0.424
100 H -0.54 0.07 2.23  0.459
101 H 3.39 -0.41 3.22  0.165
102 H 2.91 -2.42 4.49  0.429
103 H -2.01 -2.86 5.54  0.653
104 H -4.24 -3.81 4.97  0.335
105 H -2.48 -7.43 4.05  0.427
106 H -0.19 -6.46 3.91  0.424

Properties
ΔE to the lowest compared entry with this formula, charge and spin: 53.7 kcal per mole
Net charge: +2
HOMO (alpha / beta): -9.0 / -9.0 eV
Frontier orbital gap (alpha / beta): 3.21 / 3.19 eV

---

No. 3
The following is a DFT calculation (the ωB97M-V functional and the def2-TZVPD basis) of a molecular structure, C49H45Cl3N7O9RuS.

Last column: Löwdin spin population.
Element x y z (Å)
1 Ru 1.43 0.58 -1.00  0.920
2 C -3.20 5.04 -0.31  0.000
3 O -3.07 3.64 -0.18  0.000
4 C -3.97 2.95 0.55  0.001
5 C -5.05 3.53 1.19  0.000
6 C -5.96 2.75 1.90  0.001
7 C -5.79 1.38 1.95  0.000
8 C -4.70 0.79 1.31  0.002
9 C -3.76 1.56 0.63  0.002
10 N -2.67 0.91 0.03  0.010
11 C -1.32 1.00 0.46  0.036
12 N -0.94 2.22 1.01  0.008
13 C 0.43 2.71 1.06  -0.001
14 C 1.54 2.14 0.36  -0.015
15 C 2.75 2.81 0.49  -0.005
16 C 2.89 3.96 1.26  0.001
17 C 1.80 4.50 1.92  -0.004
18 C 0.57 3.88 1.80  0.002
19 O -0.56 4.49 2.37  0.001
20 C -1.03 3.83 3.53  0.000
21 N -0.59 -0.07 0.61  0.015
22 C -0.98 -1.26 -0.19  -0.005
23 C -1.56 -2.43 0.24  -0.002
24 C -1.95 -3.41 -0.70  -0.013
25 C -1.85 -3.17 -2.06  -0.001
26 C -1.28 -2.01 -2.58  -0.009
27 C -0.72 -1.13 -1.67  -0.003
28 O -0.54 0.08 -1.84  0.001
29 C 0.30 2.63 -1.77  0.019
30 H -2.40 5.34 -0.99  0.000
31 H -3.08 5.54 0.65  0.000
32 H -4.17 5.30 -0.75  0.000
33 H -5.21 4.60 1.14  0.000
34 H -6.80 3.22 2.40  0.000
35 H -6.50 0.75 2.49  0.000
36 H -4.56 -0.29 1.35  0.000
37 H -2.88 -0.06 -0.15  0.000
38 H -1.60 2.97 0.89  0.000
39 H 3.61 2.47 -0.08  0.000
40 H 3.85 4.46 1.32  0.000
41 H 1.87 5.40 2.52  0.000
42 H -1.97 4.31 3.80  0.000
43 H -0.31 3.95 4.36  0.000
44 H -1.20 2.77 3.36  0.000
45 H -1.72 -2.60 1.29  0.000
46 H -2.38 -4.34 -0.33  -0.001
47 H -2.26 -3.91 -2.75  0.000
48 H -1.21 -1.78 -3.64  -0.001
49 H -0.88 1.60 -0.84  0.003
50 H 0.16 1.33 -2.97  0.000
51 H 0.02 3.59 -1.33  0.001
52 Cl 8.39 0.63 1.79  0.000
53 C 6.72 0.38 1.29  -0.002
54 C 5.77 0.04 2.25  -0.001
55 C 4.46 -0.13 1.87  0.001
56 C 4.05 0.03 0.51  0.000
57 O 2.87 -0.19 0.16  0.011
58 C 5.06 0.40 -0.45  -0.003
59 C 4.70 0.63 -1.84  0.001
60 O 3.57 0.74 -2.29  0.027
61 C 6.39 0.55 -0.03  0.000
62 H 6.06 -0.07 3.29  0.000
63 H 3.70 -0.38 2.60  0.000
64 H 5.56 0.76 -2.54  0.002
65 H 7.14 0.83 -0.76  0.000
66 C 2.50 5.16 -3.55  -0.001
67 S 2.86 3.45 -3.12  0.001
68 O 3.04 2.76 -4.36  0.000
69 O 3.97 3.55 -2.22  0.001
70 O 1.50 3.21 -2.39  -0.001
71 H 3.38 5.56 -4.05  0.000
72 H 2.32 5.66 -2.59  0.000
73 H 1.62 5.19 -4.18  0.000
74 Cl -0.47 1.44 -1.96  -0.010
75 C -1.74 1.85 -2.64  -0.004
76 C -2.71 2.18 -3.47  0.006
77 C -2.35 2.23 -4.90  -0.003
78 C -1.14 1.88 -5.53  0.002
79 C 0.13 1.27 -5.19  0.001
80 Cl 1.20 1.15 -6.62  0.000
81 C 0.77 0.56 -4.13  0.000
82 N 1.36 -0.22 -3.47  0.007
83 H -3.69 2.53 -3.12  0.001
84 H -3.13 2.63 -5.55  0.000
85 H -1.16 2.10 -6.59  0.000
86 C -4.23 -5.02 2.02  0.000
87 C -2.80 -5.31 2.34  0.000
88 C -1.94 -4.33 2.80  0.000
89 C -0.60 -4.62 3.07  0.000
90 C -0.10 -5.90 2.90  0.000
91 N 1.22 -6.24 3.22  0.000
92 C 2.28 -5.35 3.39  0.000
93 O 3.12 -5.55 4.25  0.000
94 N 2.32 -4.25 2.58  0.000
95 C 1.92 -4.05 1.24  0.000
96 C 1.61 -5.07 0.35  0.000
97 C 1.35 -4.72 -0.97  0.000
98 C 1.43 -3.38 -1.36  0.000
99 N 1.66 -2.41 -0.49  0.001
100 C 1.88 -2.74 0.77  0.000
101 C -0.97 -6.89 2.45  0.000
102 C -2.30 -6.59 2.17  0.000
103 H -4.52 -4.04 2.43  0.000
104 H -4.89 -5.79 2.44  0.000
105 H -4.38 -4.98 0.94  0.000
106 H -2.30 -3.31 2.97  0.000
107 H 0.05 -3.83 3.43  0.000
108 H 1.37 -7.11 3.71  0.000
109 H 2.98 -3.55 2.92  0.000
110 H 1.62 -6.11 0.65  0.000
111 H 1.11 -5.49 -1.70  0.000
112 H 1.29 -3.07 -2.39  0.000
113 H 2.07 -1.90 1.43  0.000
114 H -0.60 -7.90 2.32  0.000
115 H -2.95 -7.38 1.81  0.000

Properties
ΔE to the lowest compared entry with this formula, charge and spin: 797.5 kcal per mole
Multiplicity: 2
Net charge: -2
HOMO (alpha / beta): -0.3 / 0.0 eV
Frontier orbital gap (alpha / beta): 3.91 / 3.56 eV

---

No. 4
The following is a DFT calculation (the ωB97M-V functional and the def2-TZVPD basis) of a molecular structure, C49H45DyN7O6S3.

Last column: Löwdin spin population.
Element x y z (Å)
1 Dy 0.78 0.49 -0.16  5.059
2 C 3.50 -1.70 -1.27  -0.009
3 C 3.07 -2.28 -0.07  -0.003
4 C 3.11 -1.29 0.96  -0.006
5 C 3.63 -0.11 0.40  -0.019
6 C 3.85 -0.37 -1.00  -0.002
7 C 4.50 0.56 -1.98  0.000
8 C 4.35 0.98 1.15  -0.002
9 C 2.77 -1.54 2.40  0.000
10 C 2.80 -3.74 0.16  0.000
11 C 3.56 -2.33 -2.62  -0.002
12 H 5.44 0.15 -2.35  0.000
13 H 4.69 1.53 -1.54  0.000
14 H 3.85 0.71 -2.85  0.000
15 H 5.42 0.76 1.18  -0.001
16 H 4.00 1.06 2.18  0.000
17 H 4.23 1.95 0.67  0.000
18 H 3.52 -2.17 2.88  0.000
19 H 1.80 -2.04 2.47  0.000
20 H 2.71 -0.60 2.95  0.000
21 H 3.74 -4.28 0.27  0.000
22 H 2.26 -4.19 -0.68  0.000
23 H 2.22 -3.87 1.07  0.000
24 H 4.59 -2.49 -2.96  -0.001
25 H 3.06 -1.68 -3.35  0.000
26 H 3.05 -3.30 -2.62  0.000
27 O 2.82 4.03 -1.57  0.000
28 C 2.17 2.99 -1.51  0.001
29 O 2.14 2.18 -0.54  -0.004
30 C 1.36 2.58 -2.74  0.000
31 C 1.67 3.22 -3.96  0.000
32 C 1.05 2.81 -5.10  0.000
33 C 0.06 1.81 -5.01  0.000
34 C -0.60 1.30 -6.15  0.000
35 C -1.58 0.35 -6.02  0.000
36 C -1.94 -0.11 -4.74  0.000
37 C -1.30 0.35 -3.62  0.000
38 C -0.26 1.30 -3.72  0.000
39 N 0.44 1.66 -2.62  -0.001
40 H 2.42 4.00 -3.93  0.000
41 H 1.29 3.23 -6.07  0.000
42 H -0.31 1.67 -7.12  0.000
43 H -2.07 -0.04 -6.90  0.000
44 H -2.71 -0.86 -4.66  0.000
45 H -1.57 0.00 -2.63  0.000
46 S 4.13 4.49 2.56  0.000
47 C 4.95 5.64 3.54  0.000
48 C 4.44 5.70 4.80  0.000
49 C 3.37 4.81 4.99  0.000
50 C 3.05 4.08 3.87  0.000
51 C 2.03 3.09 3.70  0.000
52 C 1.83 2.46 2.45  0.001
53 N 0.99 1.48 2.22  0.001
54 C 0.16 1.10 3.22  0.000
55 C 0.25 1.68 4.51  0.000
56 C -0.67 1.26 5.52  0.000
57 C -1.63 0.35 5.26  0.000
58 C -1.78 -0.22 3.96  0.000
59 C -2.81 -1.12 3.65  0.000
60 C -2.92 -1.59 2.35  0.000
61 C -1.98 -1.11 1.41  0.000
62 N -0.98 -0.30 1.67  -0.001
63 C -0.87 0.16 2.94  0.000
64 C -3.91 -2.54 1.91  0.000
65 C -4.74 -3.35 2.65  0.000
66 C -5.56 -4.18 1.86  0.000
67 C -5.36 -4.01 0.53  0.000
68 S -4.17 -2.81 0.21  0.000
69 C 1.21 2.66 4.75  0.000
70 H 5.76 6.21 3.12  0.000
71 H 4.81 6.36 5.56  0.000
72 H 2.85 4.73 5.93  0.000
73 H 2.40 2.80 1.58  0.000
74 H -0.57 1.71 6.50  0.000
75 H -2.33 0.05 6.03  0.000
76 H -3.52 -1.41 4.41  0.000
77 H -2.08 -1.43 0.38  0.000
78 H -4.73 -3.38 3.73  0.000
79 H -6.26 -4.89 2.28  0.000
80 H -5.83 -4.52 -0.28  0.000
81 H 1.32 3.08 5.74  0.000
82 S -3.17 0.88 -0.25  0.000
83 C -4.29 0.90 -1.44  0.000
84 N -5.18 1.90 -1.64  0.000
85 C -6.01 1.64 -2.80  0.000
86 C -5.76 0.14 -3.05  0.000
87 N -4.52 -0.09 -2.35  0.000
88 H -4.88 2.84 -1.42  0.000
89 H -5.71 2.25 -3.65  0.000
90 H -7.06 1.84 -2.57  0.000
91 H -5.66 -0.08 -4.11  0.000
92 H -6.58 -0.47 -2.64  0.000
93 H -4.22 -1.03 -2.13  0.000
94 C -1.24 -5.39 0.56  0.000
95 N -0.69 -4.28 -0.17  0.000
96 C -0.65 -4.24 -1.52  0.000
97 C -0.17 -3.17 -2.18  -0.001
98 C 0.28 -2.03 -1.40  0.002
99 O 0.69 -0.98 -1.94  -0.008
100 N 0.24 -2.10 -0.06  -0.002
101 C -0.19 -3.19 0.60  0.000
102 O -0.21 -3.32 1.81  0.000
103 H -1.65 -6.13 -0.13  0.000
104 H -2.02 -5.04 1.23  0.000
105 H -0.46 -5.84 1.18  0.000
106 H -1.02 -5.12 -2.03  0.000
107 H -0.11 -3.11 -3.25  0.000
108 O -1.75 3.77 -1.15  -0.001
109 C -1.06 3.37 -0.23  0.000
110 O -0.67 2.19 0.00  -0.003
111 H -0.73 4.13 0.56  0.000

Properties
Multiplicity: 6
Net charge: -1
HOMO (alpha / beta): -2.8 / -2.8 eV
Frontier orbital gap (alpha / beta): 4.23 / 4.24 eV